Record 1
Here is a structure of composition C46H59NO2PtSe from OMol25. Energies are from the ωB97M-V functional and the def2-TZVPD basis.

Summary:
total energy = -4514.20520 a.u.
HOMO-LUMO gap (alpha / beta) = 4.7 / 5.2 eV
multiplicity = 3
LUMO energy (alpha / beta) = 4.03 / 4.03 eV
total charge = -2
largest force on an atom = 0.53 eV Å⁻¹

Each line ends with the Mulliken charge.
Cartesian coordinates (Å):
Pt (-0.70, -1.16, -1.57)  2.57
Se (-0.45, -0.77, 0.99)  -0.34
O (1.48, -1.20, -1.39)  -1.37
O (-0.25, 1.21, -1.32)  -1.15
N (-0.74, -3.47, -1.61)  -0.30
C (-5.88, -0.01, -3.13)  -1.75
C (5.05, 1.50, 3.14)  -1.64
C (1.47, -0.67, 0.92)  0.01
C (-5.96, -2.08, -1.73)  -1.55
C (-0.66, 4.91, 3.82)  -1.63
C (1.27, -4.06, -4.65)  -0.52
C (0.27, 5.15, -1.26)  -1.65
C (-1.73, 3.85, 3.52)  2.02
C (-0.19, -4.12, -2.68)  0.64
C (-1.16, 1.73, 2.17)  0.12
C (-1.25, -5.99, 1.07)  -0.57
C (-0.56, -5.42, -3.09)  -0.49
C (-1.81, 2.90, 4.72)  -2.08
C (-0.64, 3.41, -2.77)  -2.02
C (-0.94, 3.21, -0.21)  -0.71
C (2.11, -0.88, -0.31)  0.46
C (-5.33, -0.68, -1.87)  2.46
C (3.72, 0.16, -2.67)  -1.62
C (-0.82, 1.11, 0.97)  -0.60
C (0.75, -3.45, -3.52)  -0.23
C (5.79, -0.47, -1.48)  -2.43
C (-2.65, -0.90, -2.02)  -2.97
C (-0.87, 4.14, -1.44)  2.20
C (-0.73, -5.37, -0.05)  -0.32
C (-1.26, 3.79, 1.01)  -0.08
C (-0.65, 1.80, -0.27)  0.87
C (4.30, -0.81, -1.64)  2.52
C (-2.33, -5.45, 1.76)  -0.67
C (0.91, -5.35, -5.02)  -0.57
C (-3.09, 4.55, 3.37)  -1.69
C (2.14, -0.37, 2.10)  -0.35
C (-5.70, 0.16, -0.64)  -1.50
C (5.36, -0.93, 3.65)  -1.72
C (4.17, -0.36, 0.87)  0.14
C (4.32, 0.16, 3.36)  2.07
C (-1.27, -4.16, -0.54)  -0.12
C (-0.02, -6.02, -4.22)  -0.55
C (-2.37, -3.63, 0.17)  0.03
C (4.22, -2.25, -2.16)  -1.39
C (3.54, -0.68, -0.31)  -0.53
C (-3.87, -0.81, -1.95)  1.87
C (-1.38, 3.10, 2.23)  -0.26
C (3.52, -0.20, 2.11)  -0.64
C (-2.20, 4.90, -1.58)  -1.70
C (-2.88, -4.26, 1.29)  -0.53
C (3.42, 0.30, 4.58)  -2.18
H (4.74, -2.34, -3.12)  0.42
H (-1.30, -5.96, -2.51)  0.45
H (6.30, -1.16, -0.81)  0.36
H (-2.58, 2.14, 4.58)  0.35
H (-6.79, 0.21, -0.51)  0.39
H (3.85, 1.20, -2.34)  0.34
H (-0.85, 2.39, 4.88)  0.29
H (5.60, 1.79, 4.05)  0.47
H (2.68, 1.10, 4.44)  0.36
H (-2.17, 5.55, -2.47)  0.48
H (0.33, 5.82, -2.13)  0.44
H (-3.03, 4.19, -1.70)  0.30
H (5.25, -0.23, 0.85)  0.30
H (6.05, -1.05, 2.81)  0.29
H (4.23, 0.04, -3.63)  0.47
H (3.18, -2.56, -2.29)  0.07
H (-5.31, 1.18, -0.74)  0.30
H (-5.26, -0.27, 0.26)  0.33
H (-0.79, -6.91, 1.43)  0.32
H (2.88, -0.63, 4.79)  0.37
H (-5.46, 0.99, -3.23)  0.33
H (4.68, -2.94, -1.45)  0.29
H (-0.59, 5.64, 3.01)  0.30
H (-2.42, 5.53, -0.72)  0.30
H (-5.58, -2.59, -0.84)  0.27
H (2.65, -0.02, -2.82)  0.15
H (4.86, -1.89, 3.82)  0.34
H (5.93, 0.55, -1.11)  0.41
H (2.00, -3.52, -5.24)  0.35
H (-0.69, 4.16, -3.58)  0.50
H (4.33, 2.29, 2.91)  0.33
H (5.76, 1.44, 2.31)  0.31
H (1.33, -5.82, -5.90)  0.35
H (0.12, 5.77, -0.36)  0.28
H (0.33, 4.43, 3.91)  0.30
H (-2.73, -5.94, 2.64)  0.34
H (5.94, -0.68, 4.55)  0.47
H (-0.34, -7.02, -4.49)  0.34
H (-3.35, 5.09, 4.29)  0.46
H (0.13, -5.79, -0.55)  0.51
H (-5.61, -0.58, -4.01)  0.37
H (0.32, 2.91, -2.80)  0.31
H (1.56, -0.23, 3.00)  0.37
H (4.02, 0.56, 5.46)  0.45
H (-1.43, 4.86, 1.03)  0.15
H (6.27, -0.54, -2.46)  0.47
H (-6.97, 0.08, -3.07)  0.39
H (-3.87, 3.81, 3.17)  0.34
H (-3.72, -3.82, 1.81)  0.38
H (-7.05, -2.01, -1.65)  0.40
H (1.22, 4.63, -1.15)  0.32
H (-3.08, 5.27, 2.55)  0.28
H (-1.25, 1.10, 3.05)  0.56
H (1.07, -2.46, -3.23)  -0.04
H (-2.81, -2.71, -0.20)  0.08
H (-1.40, 2.65, -2.95)  0.36
H (-5.71, -2.70, -2.59)  0.36
H (-2.05, 3.47, 5.62)  0.45
H (-0.88, 5.44, 4.75)  0.47

***

Record 2
Here is a structure of composition C46H60CrGeNO6S2Sb in a non-equilibrium geometry from OMol25. Energies are from the ωB97M-V functional and the def2-TZVPD basis.

Summary:
total energy = -6453.03799 a.u.
HOMO-LUMO gap (alpha / beta) = 5.8 / 4.4 eV
multiplicity = 2
LUMO energy (alpha / beta) = 2.28 / 1.46 eV
total charge = -1
energy above the lowest of the compared OMol25 structures with the same formula, charge and spin = 47.1 kcal per mole
largest force on an atom = 3.44 eV Å⁻¹

Each line ends with the Mulliken charge.
Cartesian coordinates (Å):
Sb (2.58, 0.09, -1.78)  1.65
Ge (-2.25, 1.34, 0.25)  1.50
Cr (0.59, -0.43, -0.22)  -0.12
S (-1.76, -0.54, -1.77)  0.78
S (1.71, -0.84, 1.82)  -0.76
O (-1.12, -1.28, 0.53)  -0.78
O (-0.44, 0.26, -1.75)  -0.55
O (0.58, 1.44, 0.48)  1.81
O (-3.96, 0.44, 0.27)  0.05
O (-1.44, -1.92, -2.18)  -0.56
O (0.44, -2.42, -0.41)  -0.80
N (1.20, 1.76, 1.60)  0.95
C (-5.42, -3.17, 1.63)  -0.64
C (-4.27, 2.55, -1.71)  -0.34
C (-0.74, -4.85, -1.50)  -1.19
C (1.88, 3.09, -1.79)  -1.35
C (-2.62, -4.78, 2.33)  -1.08
C (-3.60, 3.60, 1.93)  -0.61
C (-3.77, 4.41, 3.05)  -0.60
C (-1.82, -2.49, 2.85)  -1.15
C (-2.14, -5.89, 0.29)  -1.36
C (-2.76, -5.90, 1.52)  1.10
C (3.68, 2.65, -3.46)  -2.10
C (-3.00, 2.67, -1.15)  -0.05
C (-5.00, -0.83, 1.97)  -0.39
C (1.93, 3.44, 3.10)  -0.98
C (-1.94, -3.65, 1.91)  1.47
C (1.39, -1.45, -4.20)  -1.88
C (2.38, 2.12, -2.86)  2.21
C (-2.67, 4.63, -2.55)  -0.64
C (1.78, 0.78, 2.36)  0.00
C (-4.38, -0.73, 0.71)  -0.27
C (4.89, -1.18, -0.14)  -1.65
C (-1.92, 2.37, 3.09)  -0.30
C (-5.50, -2.03, 2.42)  -0.70
C (-2.09, 3.16, 4.21)  -0.57
C (4.71, 0.14, -0.87)  1.71
C (-3.94, 4.49, -3.09)  -0.52
C (2.56, 2.48, 3.90)  -0.69
C (-2.66, 2.58, 1.93)  0.08
C (-4.82, -3.08, 0.38)  -0.24
C (1.26, 3.06, 1.98)  -0.46
C (1.32, 2.01, -3.94)  -2.05
C (2.62, -2.87, -2.61)  -1.38
C (2.46, 1.15, 3.52)  -0.81
C (-2.39, 0.13, -3.40)  -1.43
C (-3.59, -7.06, 1.99)  -1.48
C (-1.35, -3.65, 0.64)  -0.33
C (-0.67, -2.41, 0.19)  1.04
C (-4.31, -1.89, -0.08)  0.46
C (-1.42, -4.79, -0.17)  0.75
C (4.70, 1.28, 0.15)  -2.00
C (3.89, -1.46, -4.24)  -1.82
C (5.86, 0.34, -1.85)  -1.72
C (-4.74, 3.45, -2.66)  -0.57
C (2.66, -1.55, -3.36)  1.97
C (-2.22, 3.73, -1.60)  -0.19
C (-3.00, 4.20, 4.18)  -0.52
H (3.48, 3.56, -4.03)  0.49
H (-4.20, 3.76, 1.05)  0.34
H (3.46, -2.96, -1.91)  0.11
H (-2.10, -2.78, 3.86)  0.44
H (-0.79, -2.11, 2.85)  0.04
H (3.80, -2.14, -5.09)  0.50
H (-1.70, -0.19, -4.16)  0.29
H (4.57, 2.24, -0.34)  0.18
H (0.44, 1.49, -3.55)  0.31
H (4.40, 2.89, -2.68)  0.37
H (-4.90, 1.74, -1.38)  0.27
H (1.70, 1.50, -4.82)  0.31
H (-2.04, 5.45, -2.86)  0.39
H (5.75, -1.13, 0.53)  0.48
H (-3.08, -4.79, 3.32)  0.32
H (1.29, -2.34, -4.82)  0.58
H (1.41, -0.58, -4.86)  0.22
H (-1.13, -5.68, -2.09)  0.46
H (-1.21, 1.55, 3.12)  0.18
H (-5.97, -2.09, 3.39)  0.36
H (0.33, -4.97, -1.37)  0.24
H (-0.91, -3.91, -2.03)  0.05
H (-3.12, 4.85, 5.04)  0.36
H (2.92, 0.36, 4.09)  0.48
H (-5.06, 0.07, 2.56)  0.46
H (-3.84, -1.83, -1.06)  0.15
H (5.92, -0.48, -2.55)  0.24
H (1.96, 4.49, 3.37)  0.47
H (4.78, -1.74, -3.69)  0.33
H (-2.20, -6.76, -0.35)  0.29
H (1.71, 4.07, -2.23)  0.62
H (-2.46, -1.68, 2.51)  0.01
H (-2.46, 1.21, -3.35)  0.21
H (-3.47, -7.92, 1.33)  0.38
H (0.94, 2.72, -1.39)  -0.19
H (5.76, 1.26, -2.40)  0.23
H (0.73, 3.75, 1.34)  0.34
H (2.60, 3.19, -0.98)  0.20
H (5.06, -1.99, -0.84)  0.31
H (-5.79, -4.12, 1.99)  0.40
H (4.01, -1.42, 0.47)  0.14
H (-4.75, -3.96, -0.25)  0.40
H (2.67, -3.70, -3.31)  0.53
H (1.70, -2.95, -2.05)  -0.05
H (-3.37, -0.31, -3.55)  0.39
H (-4.30, 5.20, -3.82)  0.33
H (4.13, 1.92, -4.13)  0.26
H (4.03, -0.45, -4.63)  0.19
H (-1.22, 3.84, -1.20)  0.00
H (3.89, 1.14, 0.86)  0.46
H (-4.49, 5.21, 3.03)  0.38
H (3.12, 2.76, 4.78)  0.42
H (-3.31, -7.34, 3.00)  0.35
H (1.00, 3.01, -4.25)  0.53
H (6.80, 0.38, -1.29)  0.49
H (5.63, 1.29, 0.70)  0.57
H (0.51, -1.39, -3.56)  0.36
H (-4.64, -6.77, 2.00)  0.28
H (-5.74, 3.33, -3.06)  0.40
H (-1.49, 2.98, 5.09)  0.40

***

Record 3
Here is a structure of composition C46H62BrCrN3O3PSi2 in a non-equilibrium geometry from OMol25. Energies are from the ωB97M-V functional and the def2-TZVPD basis.

Summary:
total energy = -6718.94957 a.u.
HOMO-LUMO gap (alpha / beta) = 4.0 / 6.3 eV
multiplicity = 5
LUMO energy (alpha / beta) = 2.15 / 2.15 eV
total charge = -1
energy above the lowest of the compared OMol25 structures with the same formula, charge and spin = 0.0 kcal per mole
largest force on an atom = 1.60 eV Å⁻¹

Each line ends with the Mulliken charge.
Cartesian coordinates (Å):
Br (2.08, 1.07, -0.08)  -0.11
Cr (-1.04, -0.83, -0.37)  1.52
P (-3.31, -2.80, -0.17)  0.84
Si (3.73, 2.53, 0.29)  -1.64
Si (0.44, -2.56, -1.33)  2.38
O (0.01, -1.12, 1.43)  -0.91
O (-2.57, -0.18, 2.83)  -0.60
O (-1.83, -0.35, -2.16)  -0.54
N (-1.92, 1.28, 1.17)  0.84
N (-1.13, 2.85, -0.29)  0.46
N (-2.94, 2.04, 3.21)  0.29
C (2.19, 4.23, -1.46)  -1.60
C (-6.80, -4.82, -1.29)  -0.78
C (-4.46, -1.48, 0.43)  0.34
C (1.93, -1.61, -5.73)  -0.55
C (4.46, 5.06, -0.86)  -1.78
C (1.02, -2.22, -3.12)  0.07
C (-4.69, -0.38, -0.39)  -0.64
C (-0.96, -1.93, 1.23)  0.23
C (-2.72, -3.58, 1.36)  0.49
C (-6.21, 0.56, 1.22)  -0.63
C (-5.13, -1.55, 1.65)  -0.04
C (4.55, 4.06, 2.57)  -1.78
C (6.59, 2.39, 0.14)  -1.83
C (-0.94, 1.43, -3.35)  -1.68
C (-4.57, -4.03, -0.77)  -0.07
C (-3.46, 1.74, 4.54)  -1.21
C (2.17, 4.30, 1.86)  -2.03
C (5.47, 0.70, 1.59)  -2.04
C (-1.51, -3.01, 1.89)  0.30
C (4.17, 3.15, -2.44)  -2.16
C (-6.29, -5.97, -1.86)  -0.48
C (-1.04, 0.61, -2.09)  0.30
C (-1.83, 2.53, 0.81)  0.25
C (-2.96, 3.30, 2.74)  -0.35
C (-0.98, -3.57, 3.11)  -1.13
C (2.19, -0.74, -4.67)  -0.54
C (1.73, -1.04, -3.40)  -0.29
C (5.34, 1.50, 0.29)  2.65
C (-6.00, -0.55, 2.04)  -0.74
C (3.64, 3.79, -1.15)  2.70
C (-3.33, -4.64, 2.00)  -0.32
C (-0.23, -4.33, -1.38)  -1.45
C (-1.61, -4.62, 3.72)  -0.55
C (0.77, -3.07, -4.20)  -0.41
C (-5.55, 0.64, 0.00)  -0.50
C (-5.95, -3.86, -0.75)  -0.47
C (5.36, 0.45, -0.84)  -1.72
C (1.22, -2.78, -5.49)  -0.66
C (-2.79, -5.18, 3.18)  -0.90
C (-4.91, -6.16, -1.89)  -0.82
C (-2.48, 0.94, 2.40)  -0.39
C (2.88, 2.25, 3.03)  -1.93
C (2.08, -2.77, -0.39)  -0.80
C (-2.44, 3.62, 1.55)  -1.24
C (3.33, 3.31, 2.00)  2.82
C (-4.06, -5.20, -1.36)  -0.14
H (-0.85, 2.04, -0.87)  -0.80
H (-5.70, 1.50, -0.64)  0.38
H (-4.52, 1.99, 4.60)  0.36
H (2.28, -1.38, -6.73)  0.36
H (6.65, 3.15, 0.92)  0.27
H (2.55, -1.82, -0.13)  -0.27
H (2.20, 4.82, -2.38)  0.58
H (-1.36, 3.70, -0.77)  0.33
H (-2.91, 2.31, 5.29)  0.38
H (-0.63, -4.58, -0.39)  0.32
H (-3.42, 4.04, 3.39)  0.45
H (-6.51, -0.62, 3.00)  0.42
H (-4.49, -7.06, -2.33)  0.41
H (2.74, 0.18, -4.85)  0.41
H (6.29, -0.13, -0.76)  0.54
H (1.29, 3.85, 1.40)  0.23
H (-4.23, -5.07, 1.59)  0.39
H (1.89, -3.31, 0.54)  0.33
H (-3.34, 0.68, 4.72)  0.33
H (7.49, 1.76, 0.23)  0.54
H (-4.94, -2.40, 2.30)  0.35
H (-4.17, -0.31, -1.34)  0.39
H (2.78, -3.35, -1.00)  0.35
H (-2.44, 4.63, 1.18)  0.45
H (-6.37, -2.97, -0.30)  0.37
H (1.75, 4.84, -0.67)  0.30
H (4.53, -0.25, -0.76)  0.24
H (-6.95, -6.72, -2.28)  0.36
H (5.32, 0.88, -1.84)  0.30
H (0.57, -5.04, -1.63)  0.60
H (1.01, -3.46, -6.30)  0.36
H (6.63, 2.89, -0.82)  0.30
H (-0.10, 2.14, -3.32)  0.20
H (4.27, 4.53, 3.52)  0.52
H (-0.07, -3.15, 3.52)  0.46
H (2.02, 1.68, 2.68)  0.32
H (4.05, 5.63, -0.03)  0.32
H (-7.87, -4.67, -1.25)  0.40
H (-6.88, 1.35, 1.53)  0.35
H (4.60, 0.06, 1.77)  0.31
H (2.45, 5.19, 1.29)  0.28
H (6.34, 0.04, 1.52)  0.60
H (1.88, 4.64, 2.87)  0.63
H (5.61, 1.33, 2.47)  0.33
H (-3.28, -6.01, 3.67)  0.37
H (0.22, -3.99, -4.03)  0.28
H (2.58, 2.78, 3.94)  0.56
H (-2.99, -5.35, -1.39)  0.35
H (3.62, 2.24, -2.69)  0.24
H (1.54, 3.36, -1.62)  0.03
H (4.89, 4.86, 1.91)  0.28
H (-0.83, 0.77, -4.21)  0.35
H (3.66, 1.55, 3.29)  0.30
H (4.45, 5.71, -1.74)  0.51
H (1.94, -0.34, -2.59)  0.31
H (5.39, 3.40, 2.77)  0.29
H (5.23, 2.90, -2.39)  0.32
H (-1.04, -4.45, -2.11)  0.09
H (5.51, 4.84, -0.63)  0.29
H (-1.20, -5.04, 4.63)  0.34
H (-1.87, 2.00, -3.46)  0.38
H (4.04, 3.86, -3.27)  0.62